No. 1
A molecular structure, C20H31O2Yb in a non-equilibrium geometry, computed with the ωB97M-V functional and the def2-TZVPD basis.

Its multiplicity is 2. Its total energy is -2089.7653 a.u. The calculation puts the gap between HOMO and LUMO (alpha / beta) at 7.82 / 7.85 eV. As for the largest force on an atom: 2.15 eV/Å.

Atoms and positions in Å:
H 0.248 4.403 -2.243
H -3.880 -3.045 2.730
O 0.030 -0.199 0.339
H 3.036 3.584 -0.363
H 3.647 2.515 -1.627
C -3.105 -2.282 2.800
H -4.739 -1.170 -0.382
H 3.403 5.449 -1.686
C -2.038 -0.228 2.819
H 0.330 -0.429 -1.824
H -1.902 -3.074 -2.510
C 1.396 1.180 1.849
H -0.060 -1.057 3.493
H -3.890 0.407 -0.253
C 1.035 3.810 -2.716
H 2.432 1.455 2.113
C 1.392 0.055 0.835
H 0.569 -2.878 -1.431
C 2.945 3.357 -1.446
C 0.426 0.318 -1.013
H 2.665 0.022 -1.048
C -1.622 -3.379 -1.508
C -3.300 -0.875 2.633
C -1.086 -1.233 3.163
C -1.691 -4.315 0.590
C 1.861 0.558 -0.526
H 0.511 -4.099 0.986
C 2.151 4.704 -3.294
H -1.268 -3.452 3.355
C -2.477 -4.000 -0.549
H -3.538 -4.228 -0.683
Yb -1.840 -1.560 0.491
H -1.847 0.842 2.763
H -4.241 -0.387 2.406
H 2.428 4.343 -4.292
C -3.794 -0.637 -0.586
C -1.741 -2.492 3.131
H 1.821 5.741 -3.368
H 0.877 0.888 2.767
H 2.039 1.634 -0.497
H -2.050 -4.817 1.486
H 3.063 -1.075 1.634
H -3.597 -0.666 -1.668
C -0.312 -3.289 -0.941
H 1.455 -1.673 2.117
H 0.561 3.203 -3.503
C 3.332 4.559 -2.312
H 4.289 4.377 -2.815
O 1.577 2.941 -1.726
C -0.350 -3.906 0.344
H 0.892 2.065 1.436
C 2.030 -1.240 1.290
H -0.130 1.235 -1.210
H 2.056 -1.956 0.452


No. 2
A molecular structure, C14H17N4O5RbS2 in a non-equilibrium geometry, computed with the ωB97M-V functional and the def2-TZVPD basis.

Its multiplicity is 1. Its total energy is -1959.4784 a.u. The calculation puts the gap between HOMO and LUMO at 6.33 eV. The total charge is -2. As for the largest force on an atom: 1.21 eV/Å. For the relative energy (zero: lowest compared OMol25 entry of this formula, charge and spin), the calculation gives 12.91 kcal/mol.

Atoms and positions in Å:
O 0.984 -0.981 -2.133
O -0.942 4.673 -2.574
Rb 0.227 0.927 -0.173
C -2.052 1.139 -2.917
H -2.370 1.959 -2.267
H -0.783 2.968 -4.348
H 7.428 1.642 1.952
C -0.519 0.390 3.975
N 2.881 1.508 3.430
H -2.604 1.233 -3.867
H -0.820 0.211 6.095
C -2.610 -0.219 4.977
H 6.091 0.876 1.055
H -4.179 -0.580 3.536
C -2.314 -0.034 2.622
C 3.791 1.095 2.583
C -2.450 -0.200 -2.248
C 1.198 -0.384 -3.396
C -0.200 2.591 -3.489
H -0.820 -0.597 -4.052
N 1.608 1.045 3.105
C -0.312 3.629 -2.331
C 0.893 0.781 4.121
H 1.957 0.405 -3.307
S 5.389 1.701 3.170
H 0.856 2.554 -3.773
C -0.083 0.208 -3.967
N -0.615 1.250 -3.108
C -1.279 0.132 5.118
H 6.228 2.651 1.108
O -1.710 -0.562 -1.285
H -2.684 -0.107 1.604
H 1.584 -1.144 -4.089
S 3.663 0.074 1.238
O -3.420 -0.812 -2.718
H 1.292 0.853 5.137
C 6.378 1.730 1.669
H -3.219 -0.423 5.851
H 0.103 0.578 -4.990
H 0.046 -0.827 -1.886
O 0.283 3.301 -1.276
C -3.146 -0.306 3.703
N -1.039 0.305 2.748


No. 3
A single C3H3Cl2NS molecule in a non-equilibrium geometry, computed with the ωB97M-V functional and the def2-TZVPD basis.

Its multiplicity is 1. Its total energy is -1489.2319 a.u. The calculation puts the gap between HOMO and LUMO (alpha / beta) at 7.12 / 7.22 eV. As for the largest force on an atom: 3.12 eV/Å. For the relative energy (zero: lowest compared OMol25 entry of this formula, charge and spin), the calculation gives 114.22 kcal/mol.

Atoms and positions in Å:
C -0.530 0.175 -1.563
H -1.518 0.553 -1.889
Cl -1.643 1.482 1.475
S 1.669 -0.430 -0.091
H 0.963 -1.464 -1.884
Cl -0.596 -1.399 1.542
H 0.844 0.370 2.159
C 0.509 -0.560 -1.481
C 0.526 0.144 1.133
N -0.223 1.130 0.600


No. 4
A molecular structure, C48H60BrClF4N6O6P2PbS, computed with the ωB97M-V functional and the def2-TZVPD basis.

Its multiplicity is 1. Its total energy is -7352.6385 a.u. The calculation puts the gap between HOMO and LUMO at 6.68 eV. The total charge is -2. As for the largest force on an atom: 0.49 eV/Å. For the relative energy (zero: lowest compared OMol25 entry of this formula, charge and spin), the calculation gives 0.00 kcal/mol.

Atoms and positions in Å:
H 2.397 -0.752 1.805
F -3.543 -6.399 1.234
C -4.698 -3.263 3.563
C 1.647 2.829 4.189
C -0.170 4.206 3.427
N 3.032 0.528 -2.445
C -1.761 0.962 5.438
C -1.500 -1.323 6.124
H -2.562 1.264 3.473
H 1.667 5.828 5.771
C -2.051 -1.747 4.924
H 2.023 5.188 0.033
C -4.426 3.053 -0.162
H 5.593 0.071 -3.306
C 2.831 4.708 -0.526
C -5.225 -0.661 0.823
H 0.535 -1.320 2.287
H 2.918 3.691 5.680
C 0.124 1.968 2.454
H 3.286 1.516 1.695
H 3.700 0.502 -5.661
H 5.292 -1.629 2.239
H 1.684 0.413 -4.055
H 3.419 2.173 -3.687
O -1.104 0.692 -2.658
C -6.523 0.937 2.676
C 3.093 3.304 0.048
C -4.655 -0.467 2.082
H 0.327 2.026 -1.355
H -1.033 4.339 2.786
C 0.237 5.214 4.287
C 1.150 3.833 -2.174
Cl -4.502 4.645 -0.997
H 3.395 -2.184 -0.095
H -0.317 6.145 4.319
C 4.382 -1.941 0.308
C 2.276 -0.258 -3.413
H 0.287 4.505 -2.202
H 4.479 2.011 -2.274
H 2.641 -1.642 -5.008
O -4.061 -1.390 -1.984
H 5.626 1.427 -4.437
H 0.163 -4.653 -8.348
F -5.118 -2.299 4.388
H -8.028 1.211 1.169
C -1.362 0.033 6.389
C 0.961 2.840 -1.022
H 2.492 -4.918 -7.344
C -2.486 -0.822 3.978
H 2.915 3.352 1.134
C -0.227 1.100 1.671
P -3.031 -1.318 2.303
H 5.066 -2.752 0.038
C 3.964 1.451 -3.056
H 0.400 -3.145 -1.649
O -2.882 1.319 0.043
H 1.199 -2.296 -0.662
F -5.468 -6.749 3.060
H 2.813 -4.242 -5.724
C -4.900 -5.548 2.916
H 3.265 4.167 -2.552
H 1.576 -0.894 -2.879
H 3.380 -0.406 3.239
O 0.153 -2.207 2.349
H 3.746 -1.796 -3.644
H -2.121 -2.807 4.713
H -5.428 2.629 -0.201
C -0.838 -3.199 -4.987
H -1.622 2.021 5.617
H 1.164 3.293 -3.124
H 5.871 -0.408 0.018
C -6.436 -0.068 0.498
H -3.367 -1.932 -2.410
S -1.282 -2.510 -3.468
C 4.235 -0.157 -4.967
H -4.146 3.236 0.869
H 3.884 -2.692 2.279
C -0.117 -4.245 -7.385
H 4.952 -0.737 -5.557
H -3.715 -0.487 -2.012
N 0.481 -3.394 -5.249
H -6.851 -0.220 -0.491
C -1.438 -4.041 -7.025
P 2.532 0.664 -0.843
C 2.049 3.839 5.049
C -3.319 -4.105 1.815
C -3.450 2.052 -0.800
C 3.413 -0.580 2.159
C 1.348 5.038 5.102
H -7.026 1.561 3.405
C 2.449 4.639 -2.000
Br -1.939 -3.975 0.541
C 4.968 0.707 -3.939
Pb -0.810 -0.317 -0.139
N -1.816 -3.539 -5.864
H -4.708 -1.254 0.073
H 4.890 -0.742 -1.417
H 3.726 5.319 -0.380
C -2.310 0.537 4.238
H 0.471 -2.690 1.572
C 0.826 -3.902 -6.422
H 4.940 0.904 1.817
H -0.923 0.364 7.323
O 0.784 -3.185 -0.756
H 2.330 5.647 -2.407
C -3.717 -3.021 2.611
C -5.293 -4.501 3.722
C 4.854 -0.638 -0.335
C 3.929 0.671 1.453
O -3.373 1.999 -2.043
C 3.222 -1.073 -4.281
F -6.242 -4.695 4.647
H -1.166 -2.055 6.849
C 4.286 -1.784 1.823
N 4.019 0.525 -0.009
N 2.247 2.308 -0.583
H -1.982 1.138 -2.570
H -4.896 0.492 3.991
H 2.189 1.893 4.145
C 0.532 2.996 3.360
H 2.716 -3.178 -7.126
C 2.301 -4.081 -6.671
H -1.226 -0.134 -3.160
C -5.314 0.337 3.004
H 4.140 3.026 -0.097
N 1.409 -0.311 -0.509
C -3.911 -5.348 1.973
H 0.451 3.315 -0.175
C -7.088 0.736 1.423
H -2.241 -4.306 -7.711


No. 5
A molecular structure, C40H54BN10OPtSSe in a non-equilibrium geometry, computed with the ωB97M-V functional and the def2-TZVPD basis.

Its multiplicity is 5. Its total energy is -5122.2596 a.u. The calculation puts the gap between HOMO and LUMO (alpha / beta) at 5.86 / 2.62 eV. The total charge is +3. As for the largest force on an atom: 1.88 eV/Å.

Atoms and positions in Å:
H -0.287 3.298 4.693
C 1.735 3.922 -0.289
N 0.726 1.954 -0.105
C -2.573 -3.886 0.305
N -1.748 1.119 -0.191
C -0.437 -2.985 4.372
H -5.103 -0.046 -1.693
H -0.809 2.213 5.981
C -3.738 3.421 1.792
C -1.537 -2.946 0.092
H 1.544 5.797 1.642
H -2.064 -0.958 -3.559
H 0.105 -3.147 1.839
H -1.331 -3.017 3.750
H 1.070 -5.868 -2.355
H 1.033 4.654 2.890
C -0.913 2.438 4.923
C -3.768 2.020 -0.357
H 1.588 -2.179 1.718
C 0.847 4.996 1.874
C 0.996 3.906 0.890
N 0.560 -2.326 -0.895
B -0.812 2.333 1.840
H 0.858 0.756 -3.276
N -0.008 -0.040 2.409
H -3.580 0.987 -4.286
C 1.014 -2.853 2.350
C -2.677 -1.348 1.296
H -4.787 3.596 1.570
N 0.384 2.707 0.957
C -2.384 -5.220 -0.184
N -3.234 -6.216 -0.031
C 0.938 -4.872 -1.962
C -2.829 1.164 -0.966
H 1.654 2.901 -4.297
H 4.635 -0.061 -1.183
C 4.888 -0.994 -0.685
C -3.058 0.450 -2.260
H 1.438 0.260 -1.679
H -3.221 4.379 1.753
H -2.673 -0.363 1.738
H 2.546 0.342 -3.080
O 2.551 -0.214 0.366
H -0.703 -2.553 5.331
C 0.189 -0.772 3.505
C 4.659 -0.653 1.964
H 4.860 -1.820 -1.391
C 1.610 -2.604 -1.650
H 1.599 -3.750 2.528
H 3.958 2.217 -3.238
H -4.740 2.278 -0.718
C 1.516 2.671 -0.903
H -3.649 3.035 2.804
H 1.674 -1.788 5.575
C 2.017 2.280 -2.258
Se -2.595 -7.666 -0.772
Pt 0.136 -0.237 0.106
H 6.963 -0.412 -0.544
C 1.336 3.195 -3.300
C 0.672 -2.179 3.674
H -1.340 -0.846 -1.946
H 2.338 4.730 -0.650
C 3.534 2.531 -2.288
S 3.595 -1.283 0.604
H 3.751 3.588 -2.165
H 2.320 -3.146 4.674
N -0.449 1.185 2.788
H -4.629 -1.835 2.040
H 4.914 -1.525 2.564
C 1.698 0.818 -2.592
H 1.605 4.236 -3.150
H 6.552 -1.873 0.354
N -1.946 1.922 0.878
H 5.671 0.988 1.010
H 2.686 -4.019 -2.853
H -1.144 3.260 2.472
C -3.719 -3.475 0.998
H 2.307 -1.803 -1.840
H -4.461 -1.009 -3.010
H -2.738 2.269 -3.412
H -0.091 -3.999 4.540
H 6.729 -0.017 1.999
N -1.144 -6.830 -1.281
C -3.171 2.483 0.805
H 0.253 3.107 -3.235
C 6.195 -0.882 0.073
H -1.946 2.725 4.734
C -1.810 -0.276 -2.752
C -0.520 1.256 4.130
H -1.099 0.448 -3.140
C -3.482 1.481 -3.322
C 5.886 -0.040 1.308
C -0.184 -4.591 -1.177
H 4.077 0.055 2.551
H -0.162 5.406 1.842
C -1.192 -5.571 -0.900
C -0.357 -3.284 -0.672
H -0.084 -0.276 5.651
C -0.134 0.020 4.624
C 1.830 -3.856 -2.220
H -3.936 -1.324 -1.346
C -3.768 -2.191 1.496
H -4.533 -4.170 1.141
H 2.679 -1.495 4.159
C 1.916 -2.144 4.578
H -4.436 1.941 -3.080
C -4.213 -0.550 -2.058
H 4.014 1.989 -1.478
N -1.619 -1.704 0.593


No. 6
A molecular structure, C29H38N2OP2SiTl in a non-equilibrium geometry, computed with the ωB97M-V functional and the def2-TZVPD basis.

Its multiplicity is 1. Its total energy is -2457.0186 a.u. The calculation puts the gap between HOMO and LUMO at 4.49 eV. The total charge is +1. As for the largest force on an atom: 4.52 eV/Å. For the relative energy (zero: lowest compared OMol25 entry of this formula, charge and spin), the calculation gives 25.85 kcal/mol.

Atoms and positions in Å:
C -1.238 -1.473 6.097
H -0.919 3.213 7.610
C 0.046 -2.045 4.113
C -0.092 0.289 4.842
H -0.705 -1.592 -5.399
P -0.916 -2.499 -2.138
C 0.059 3.170 7.113
C -2.423 1.594 -2.306
C -2.188 0.680 -3.495
H -3.060 0.033 -3.671
H -2.471 4.831 -1.254
H -0.931 -3.755 -4.199
H -3.020 -0.720 3.513
H -1.856 4.065 3.693
N -2.656 -0.398 -1.027
C -2.767 -0.444 1.399
C -0.908 -0.133 5.942
C -3.010 -2.609 2.450
P -0.769 -0.468 -3.266
C -2.405 2.978 -2.363
H -2.361 -4.211 -1.256
H 0.584 1.478 -2.936
C -2.544 1.022 1.460
C 0.404 -0.717 3.953
H -3.264 -2.859 -2.003
Si -0.109 3.149 5.260
H 0.034 -1.682 -0.058
H 0.942 -1.154 -4.847
C 0.494 0.518 -2.408
H -2.555 2.921 4.870
H -3.166 -3.205 3.350
H -2.308 3.464 -3.335
H -1.874 -1.773 6.932
C -0.101 -0.818 -4.907
C -0.763 -2.432 5.192
C -2.605 0.961 -1.039
C -2.616 1.729 0.154
H 1.212 5.208 5.183
H -2.553 3.721 0.979
H -0.148 0.106 -5.501
C 2.893 -1.745 -2.821
H -2.872 -4.345 1.153
C -2.722 -1.091 0.139
H 0.186 0.720 -1.373
H 1.051 -0.395 3.130
H 0.707 -3.714 -3.477
H -1.186 1.183 1.914
H 1.465 0.000 -2.411
H -3.115 1.512 2.257
C -2.441 -3.116 -1.318
O 3.952 -1.950 -3.194
H -1.281 0.628 6.634
C 0.337 -2.411 -0.823
H 0.390 -2.788 3.388
C -2.546 3.124 0.060
C -2.480 3.742 -1.188
C 1.168 4.318 4.537
H -1.990 1.268 -4.401
H -2.102 4.567 5.381
C -1.813 3.721 4.738
Tl 0.235 2.304 2.030
H 0.636 4.053 7.423
N 0.164 1.576 4.585
H 0.933 4.668 3.521
C -2.941 -1.221 2.546
H -1.029 -3.483 5.324
H -0.554 -4.774 -2.779
H 0.587 2.275 7.468
H 1.322 -2.136 -1.234
C -2.862 -3.255 1.212
H 2.167 3.861 4.527
C -2.690 -2.517 0.055
C -0.364 -3.804 -3.260
H 0.395 -3.403 -0.352